{
  "formula": "C28H31CrN5O",
  "method": "wB97M-V/def2-TZVPD",
  "species": ["Cr", "N", "C", "C", "C", "C", "C", "C", "C", "C", "C", "C", "C", "C", "H", "H", "H", "H", "H", "H", "H", "H", "H", "H", "N", "C", "N", "C", "C", "C", "C", "C", "C", "H", "H", "H", "H", "H", "H", "C", "N", "C", "C", "O", "H", "H", "H", "H", "H", "H", "H", "C", "C", "C", "C", "C", "C", "N", "H", "H", "H", "H", "H", "H", "H", "H"],
  "coordinates": [[0.089, -0.137, -0.475], [1.797, -0.069, -1.933], [2.666, -0.669, -0.953], [3.800, -0.005, -0.502], [4.620, -0.592, 0.445], [4.316, -1.855, 0.936], [3.203, -2.531, 0.466], [2.364, -1.960, -0.490], [1.210, -2.693, -1.071], [1.335, -4.030, -1.444], [0.262, -4.689, -2.023], [-0.926, -4.008, -2.245], [-1.044, -2.674, -1.876], [0.010, -2.000, -1.271], [2.191, 0.792, -2.288], [1.631, -0.707, -2.707], [4.040, 0.976, -0.898], [5.499, -0.067, 0.795], [4.954, -2.318, 1.676], [2.971, -3.522, 0.835], [2.282, -4.540, -1.311], [0.353, -5.728, -2.311], [-1.763, -4.513, -2.711], [-1.979, -2.162, -2.073], [0.605, 4.264, -0.486], [0.246, 3.081, -1.023], [0.792, 2.064, -0.405], [1.527, 2.610, 0.645], [2.241, 1.985, 1.667], [2.852, 2.797, 2.601], [2.756, 4.194, 2.534], [2.041, 4.826, 1.537], [1.423, 4.008, 0.598], [0.289, 5.167, -0.797], [-0.430, 2.996, -1.862], [2.302, 0.906, 1.721], [3.412, 2.347, 3.410], [3.245, 4.789, 3.292], [1.956, 5.904, 1.498], [-3.432, -1.506, 0.559], [-2.710, -1.857, 1.775], [-3.509, -2.483, 2.814], [-1.433, -1.595, 1.973], [-0.634, -1.041, 1.204], [-4.110, -0.674, 0.752], [-4.013, -2.367, 0.228], [-2.730, -1.213, -0.209], [-3.853, -3.464, 2.485], [-4.383, -1.865, 3.022], [-2.933, -2.602, 3.729], [-1.072, -1.924, 2.953], [-1.800, 0.306, -3.176], [-2.267, 0.958, -1.904], [-3.331, 1.805, -1.720], [-3.306, 2.209, -0.358], [-2.232, 1.590, 0.235], [-1.765, 1.771, 1.652], [-1.599, 0.804, -0.707], [-1.700, 1.048, -3.969], [-2.509, -0.446, -3.528], [-0.835, -0.184, -3.033], [-4.043, 2.116, -2.469], [-3.994, 2.891, 0.117], [-2.283, 1.104, 2.346], [-1.967, 2.792, 1.972], [-0.695, 1.593, 1.757]],
  "lowdin_spin": [3.0184, -0.0113, 0.0031, 0.0004, 0.0005, -0.0008, 0.0013, -0.0004, -0.0003, -0.0063, 0.0149, -0.0057, 0.0019, -0.0932, 0.0010, 0.0017, 0.0001, 0.0000, -0.0001, 0.0000, -0.0011, 0.0008, -0.0010, -0.0009, 0.0007, 0.0019, 0.0122, 0.0028, 0.0017, 0.0002, 0.0000, 0.0001, 0.0003, 0.0001, 0.0000, 0.0010, 0.0000, 0.0000, 0.0000, 0.0007, 0.0101, 0.0009, 0.0046, 0.0159, 0.0003, 0.0001, 0.0004, 0.0003, 0.0003, 0.0000, -0.0006, 0.0052, 0.0103, 0.0079, 0.0115, 0.0036, 0.0021, -0.0234, 0.0003, 0.0002, 0.0027, 0.0004, 0.0005, 0.0001, 0.0002, 0.0012],
  "e_lumo_ev": [-2.90, -2.20],
  "orbital_gap_ha": [0.2547, 0.2799],
  "homo_energy_ev": [-9.8, -9.8],
  "max_force_ev_per_a": 0.83,
  "e_tot_ha": -2478.92182,
  "charge": 1,
  "spin_multiplicity": 4,
  "s2": 3.821,
  "molar_mass_g_mol": 505.586
}